1.
The following is a quantum chemistry calculation of 2 unconnected molecules or ions with the total composition C3H7INO, from OMol25.

**Frontier orbital gap**: 7.61 eV

The geometry in ORCA input format:
```
! RIJCOSX wB97M-V def2-TZVPD def2/J DEFGRID3
* xyz 1 1
I -4.398 -0.044 0.079
O -0.368 1.245 -0.218
N 0.860 -1.423 -0.333
C 0.884 -0.366 0.450
C -2.486 0.393 -0.734
C -1.690 1.041 0.099
H 1.856 0.165 0.455
H 0.162 -2.171 -0.352
H -2.129 1.365 1.107
H -2.410 -0.244 -1.528
H -0.010 2.121 0.037
H 1.434 -1.471 -1.194
H 0.333 -0.388 1.369
*
```

From a Mulliken analysis of the wavefunction, the atomic charges in e read: 0.112 -0.485 -0.232 -0.150 -0.514 -0.157 0.305 0.294 0.314 0.504 0.384 0.283 0.340

2.
The following is a quantum chemistry calculation of a gas-phase ion, C3H7INO (charge +1), from OMol25.

**SMILES**: C[NH2+]CC(=O)I
**Frontier orbital gap**: 10.38 eV

The geometry in ORCA input format:
```
! RIJCOSX wB97M-V def2-TZVPD def2/J DEFGRID3
* xyz 1 1
I 3.617 0.349 -0.065
O 1.452 -1.654 -0.067
N -0.753 -0.309 0.389
C 0.538 0.472 0.652
C -1.443 0.202 -0.810
C 1.735 -0.505 0.182
H -1.265 -0.548 1.163
H 0.688 1.313 -0.121
H -1.629 1.245 -0.646
H -0.410 -1.221 0.162
H -2.479 -0.316 -0.919
H -0.852 0.214 -1.667
H 0.801 0.758 1.748
*
```

From a Mulliken analysis of the wavefunction, the atomic charges in e read: 0.249 -0.501 -0.045 -0.634 -0.960 0.336 0.327 0.386 0.433 0.316 0.320 0.394 0.379

3.
The following is a quantum chemistry calculation of a molecular structure, C3H7LuO3, from OMol25.

**Frontier orbital gap (spin up / spin down)**: 7.14 / 6.67 eV
**Expectation value of S²**: 0.76

The geometry in ORCA input format:
```
! RIJCOSX wB97M-V def2-TZVPD def2/J DEFGRID3
* xyz 1 2
Lu 1.096 0.200 -1.023
O 3.176 -0.028 -1.341
O -0.078 -1.440 -0.205
O -1.616 1.037 -0.225
C -0.388 1.429 0.450
C -1.488 -1.496 -0.491
C -2.081 -0.238 0.129
H -1.748 -0.344 1.181
H -1.920 -1.686 -1.485
H -0.441 1.266 1.542
H 0.056 -1.455 0.920
H -0.294 2.514 0.282
H -1.886 -2.354 0.074
H -3.177 -0.276 0.052
*
```

From a Mulliken analysis of the wavefunction, the atomic charges in e read: 1.751 -0.593 -0.660 -0.378 -0.862 -0.351 -0.431 0.380 0.349 0.285 0.500 0.301 0.319 0.390

4.
The following is a quantum chemistry calculation of 2 unconnected molecules or ions with the total composition C3H7N, from OMol25.

**Frontier orbital gap**: 9.32 eV

The geometry in ORCA input format:
```
! RIJCOSX wB97M-V def2-TZVPD def2/J DEFGRID3
* xyz 0 1
N 0.459 1.085 -1.478
C 0.799 0.254 -0.586
C -1.373 -0.433 0.511
C 0.120 -0.372 0.472
H -1.722 -0.626 1.528
H -1.813 0.495 0.144
H 1.139 1.238 -2.214
H -1.752 -1.246 -0.119
H 1.983 0.285 -0.096
H 1.487 0.459 0.839
H 0.673 -1.139 1.000
*
```

From a Mulliken analysis of the wavefunction, the atomic charges in e read: -0.653 0.328 -1.078 -0.342 0.323 0.301 0.239 0.274 0.101 0.135 0.374

5.
The following is a quantum chemistry calculation of a single C3H7N molecule, from OMol25.

**SMILES**: C[C@H]1CN1
**Frontier orbital gap**: 11.13 eV

The geometry in ORCA input format:
```
! RIJCOSX wB97M-V def2-TZVPD def2/J DEFGRID3
* xyz 0 1
N 1.233 0.866 0.057
C 0.065 -0.069 0.547
C 1.313 -0.525 -0.078
C -1.387 0.023 -0.023
H -1.957 -0.855 -0.052
H -1.987 0.854 0.311
H 0.132 -0.074 1.694
H -1.447 0.356 -1.040
H 1.054 -1.006 -1.043
H 0.696 1.227 -0.659
H 2.284 -0.799 0.286
*
```

From a Mulliken analysis of the wavefunction, the atomic charges in e read: -0.568 0.019 -0.215 -1.275 0.339 0.372 0.262 0.358 0.191 0.252 0.265

6.
The following is a quantum chemistry calculation of a molecular structure, C3H7N, from OMol25.

**Frontier orbital gap**: 7.95 eV

The geometry in ORCA input format:
```
! RIJCOSX wB97M-V def2-TZVPD def2/J DEFGRID3
* xyz 0 1
N -0.124 0.143 -1.256
C 0.013 -0.184 0.022
C 0.335 1.220 0.599
C 0.081 -1.325 0.712
H -1.135 -0.713 -1.848
H -0.246 -2.251 0.263
H -0.670 -0.176 -2.425
H 0.502 -1.345 1.703
H 1.207 1.106 1.239
H 0.578 1.966 -0.157
H -0.541 1.559 1.149
*
```

From a Mulliken analysis of the wavefunction, the atomic charges in e read: -0.523 0.758 -0.959 -0.952 0.084 0.243 0.263 0.278 0.313 0.275 0.222

7.
The following is a quantum chemistry calculation of 2 unconnected molecules or ions with the total composition C3H7N2, from OMol25.

**Frontier orbital gap**: 10.83 eV

The geometry in ORCA input format:
```
! RIJCOSX wB97M-V def2-TZVPD def2/J DEFGRID3
* xyz 1 1
N -1.718 1.179 -0.120
N 0.855 1.644 0.541
C 1.813 -0.515 -0.358
C 1.303 0.658 0.170
C 2.024 -1.641 0.338
H 2.391 -0.199 -1.352
H -1.568 1.702 -0.990
H -2.213 0.295 -0.244
H -0.690 1.096 0.151
H 2.557 -2.403 -0.022
H 1.690 -1.704 1.379
H -2.196 1.744 0.558
*
```

From a Mulliken analysis of the wavefunction, the atomic charges in e read: -0.451 -0.462 -0.224 0.399 -0.552 0.259 0.423 0.388 0.269 0.333 0.237 0.382

8.
The following is a quantum chemistry calculation of a gas-phase ion, C3H7N2 (charge +1), from OMol25.

**SMILES**: CN1CC1=[NH2+]
**Frontier orbital gap**: 11.13 eV

The geometry in ORCA input format:
```
! RIJCOSX wB97M-V def2-TZVPD def2/J DEFGRID3
* xyz 1 1
N -1.968 -0.764 0.007
N 0.317 0.095 -0.417
C -0.923 0.036 -0.109
C 1.906 -0.641 0.053
C -0.411 1.361 -0.090
H -2.877 -0.444 0.222
H -0.525 2.195 -0.921
H -2.022 -1.776 0.146
H -0.198 1.892 0.940
H 2.023 -1.662 -0.318
H 2.122 -0.254 1.034
H 2.557 -0.038 -0.547
*
```

From a Mulliken analysis of the wavefunction, the atomic charges in e read: -0.374 -0.177 0.531 -0.553 -0.376 0.250 0.239 0.267 0.240 0.313 0.324 0.315

9.
The following is a quantum chemistry calculation of a gas-phase ion, C3H7N2 (charge +1), from OMol25.

**SMILES**: [H]/N=C1/C[C@H]1[NH3+]
**Frontier orbital gap**: 9.57 eV

The geometry in ORCA input format:
```
! RIJCOSX wB97M-V def2-TZVPD def2/J DEFGRID3
* xyz 1 1
N -2.418 0.240 0.742
N 1.009 -0.685 0.322
C -0.223 -0.518 -0.435
C -1.393 0.207 0.111
C -0.509 0.907 -0.952
H -0.448 -1.471 -1.006
H 0.156 1.735 -0.434
H -0.984 1.141 -1.967
H -2.611 -0.554 1.428
H 0.810 -0.348 1.247
H 1.373 -1.652 0.175
H 1.740 -0.112 -0.152
*
```

From a Mulliken analysis of the wavefunction, the atomic charges in e read: -0.480 -0.274 -0.289 0.343 -0.582 0.352 0.256 0.284 0.288 0.365 0.365 0.372

10.
The following is a quantum chemistry calculation of a gas-phase ion, C3H7N2 (charge +1), from OMol25.

**SMILES**: [H]/N=C/CC=[NH2+]
**Frontier orbital gap**: 10.75 eV

The geometry in ORCA input format:
```
! RIJCOSX wB97M-V def2-TZVPD def2/J DEFGRID3
* xyz 1 1
N -1.209 -0.984 0.088
N 1.237 -1.008 0.044
C -0.039 1.068 0.075
C -1.374 0.242 -0.045
C 1.278 0.280 -0.064
H 2.046 -1.610 0.046
H 0.272 -1.337 -0.101
H -2.076 -1.457 -0.164
H 0.023 1.391 1.053
H 2.206 0.800 0.067
H -2.265 0.805 -0.230
H -0.100 1.809 -0.769
*
```

From a Mulliken analysis of the wavefunction, the atomic charges in e read: -0.472 -0.127 -0.525 -0.121 -0.068 0.243 0.335 0.242 0.311 0.399 0.417 0.366

11.
The following is a quantum chemistry calculation of a gas-phase ion, C3H7N2O (charge +1), from OMol25.

**SMILES**: C#[N+]CONC
**Frontier orbital gap**: 6.82 eV

The geometry in ORCA input format:
```
! RIJCOSX wB97M-V def2-TZVPD def2/J DEFGRID3
* xyz 1 1
O 1.066 0.052 0.820
N -0.839 -1.388 0.857
N 1.115 0.708 -0.427
C -1.853 -0.830 0.925
C -0.096 1.376 -1.004
C 0.488 -1.285 0.728
H 0.741 -1.772 -0.188
H 1.005 -1.911 1.583
H 0.232 1.378 -2.041
H -2.769 -0.336 1.144
H 2.209 1.002 -0.774
H -0.471 2.376 -0.793
H -0.827 0.631 -0.830
*
```

From a Mulliken analysis of the wavefunction, the atomic charges in e read: -0.214 0.053 -0.293 0.196 -0.515 -0.233 0.386 0.309 0.312 0.406 0.283 0.244 0.066

12.
The following is a quantum chemistry calculation of a gas-phase ion, C3H7N2O (charge +1), from OMol25.

**SMILES**: CCC(=[NH2+])N=O
**Frontier orbital gap**: 8.88 eV

The geometry in ORCA input format:
```
! RIJCOSX wB97M-V def2-TZVPD def2/J DEFGRID3
* xyz 1 1
O 0.199 2.866 0.888
N 0.268 0.537 1.476
N -0.105 2.200 -0.048
C -0.190 -0.153 -0.906
C 0.049 0.678 0.218
C -0.110 -1.708 -0.650
H -1.123 0.166 -1.357
H 0.477 1.643 1.859
H 0.165 -2.047 -1.592
H 0.532 -1.929 0.160
H -1.121 -2.155 -0.528
H 0.632 0.121 -1.610
H 0.327 -0.220 2.089
*
```

From a Mulliken analysis of the wavefunction, the atomic charges in e read: -0.249 -0.217 0.233 -0.243 0.232 -1.122 0.404 0.403 0.340 0.406 0.310 0.322 0.183

no.,total energy (eV)
1,-14853.473
2,-14854.710
3,-42975.862
4,-4710.018
5,-4712.093
6,-4708.671
7,-6196.435
8,-6194.734
9,-6194.866
10,-6196.682
11,-8239.166
12,-8241.499